This record from the Open Molecules 2025 dataset describes a cluster of 14 separate species, C19H66O14 in total in a non-equilibrium geometry. The level of theory is ωB97M-V with the def2-TZVPD basis set.

```
99
C19H66O14 | the Open Molecules 2025 dataset | ωB97M-V with the def2-TZVPD basis set
C -2.09 -5.23 -0.43
C -1.30 -3.93 -0.25
O -0.56 -4.16 0.86
H -1.34 -6.02 -0.24
H -2.47 -5.34 -1.36
H -2.91 -5.38 0.26
H -1.94 -2.98 -0.16
H -0.61 -3.85 -1.11
H 0.32 -3.94 0.60
C 0.35 -0.53 0.99
C -0.18 -0.68 -0.39
O 0.29 0.40 -1.14
H 0.06 -1.32 1.67
H -0.01 0.42 1.48
H 1.46 -0.48 1.12
H -1.25 -0.68 -0.30
H 0.19 -1.55 -0.85
H 0.16 0.13 -2.03
C -2.01 -2.26 -3.15
C -0.71 -1.74 -3.83
O -0.66 -0.36 -3.71
H -2.25 -1.81 -2.21
H -1.80 -3.29 -2.98
H -2.81 -2.19 -3.83
H -0.65 -2.02 -4.87
H 0.12 -2.19 -3.44
H -1.47 -0.02 -4.10
C 0.78 4.41 -1.51
C -0.35 3.40 -1.42
O -1.51 4.04 -1.07
H 0.60 5.12 -2.36
H 1.74 4.00 -1.46
H 0.79 4.98 -0.59
H -0.19 2.75 -0.58
H -0.51 2.70 -2.25
H -1.39 4.77 -0.46
C -3.21 0.58 -2.07
C -3.97 1.87 -2.01
O -3.26 2.94 -2.65
H -3.52 0.15 -3.03
H -3.39 -0.12 -1.22
H -2.12 0.66 -2.14
H -4.01 2.17 -0.97
H -5.01 1.80 -2.35
H -2.65 3.34 -2.05
C 2.07 3.42 2.14
O 1.73 2.10 2.52
H 3.15 3.48 1.97
H 1.81 4.16 2.91
H 1.61 3.59 1.22
H 2.18 1.49 1.99
C 1.99 1.79 -3.58
O 1.73 3.03 -4.26
H 1.64 1.90 -2.51
H 3.02 1.59 -3.59
H 1.52 0.92 -4.06
H 0.83 3.26 -4.26
C 3.20 1.06 -0.02
O 3.87 0.90 1.20
H 2.93 0.11 -0.43
H 3.81 1.53 -0.79
H 2.31 1.70 0.11
H 4.72 1.30 1.15
C 3.13 -1.75 -2.77
O 3.39 -2.97 -2.18
H 3.72 -1.14 -2.05
H 2.13 -1.40 -2.66
H 3.55 -1.66 -3.73
H 4.33 -3.07 -2.12
C -2.32 -0.86 2.91
O -3.38 -0.07 3.44
H -2.45 -1.92 2.99
H -1.37 -0.61 3.36
H -2.29 -0.72 1.86
H -3.40 -0.12 4.40
C -1.87 2.27 1.34
O -2.90 3.22 1.30
H -0.93 2.75 1.39
H -1.89 1.58 0.52
H -2.03 1.68 2.19
H -3.74 2.77 1.38
C 0.30 2.68 5.31
O -0.53 2.37 4.20
H 1.18 2.13 5.14
H -0.10 2.29 6.24
H 0.52 3.74 5.32
H -0.05 2.53 3.40
C 0.41 -3.82 4.03
O 0.43 -3.03 5.19
H -0.20 -3.26 3.28
H -0.03 -4.80 4.18
H 1.40 -3.92 3.61
H -0.48 -3.15 5.53
C 2.88 -2.94 1.14
O 2.02 -3.32 0.11
H 3.63 -3.65 1.49
H 2.22 -2.66 1.98
H 3.42 -2.05 0.84
H 2.47 -3.04 -0.67
```

Values from the calculation:
gap between HOMO and LUMO = 9.644 eV
LUMO = 0.085 eV